1.
Density functional theory data (ωB97M-V with the def2-TZVPD basis set) for C8H13NO3S in the gas phase.

Its structure (SMILES) is O=S1(=O)C=C[C@@H](N2CCOCC2)C1. The gap between HOMO and LUMO is 0.35327 hartree.

Last columns: bonded neighbours and bond lengths (Å).
Element x y z (Å)
1 O -2.202 -2.643 -0.756  S2 1.435
2 S -1.035 -1.882 -0.410  O1 1.435, O3 1.439, C4 1.793, C13 1.825
3 O 0.183 -2.181 -1.115  S2 1.439
4 C -0.720 -1.919 1.355  S2 1.793, C5 1.314, H14 1.071
5 C -0.671 -0.695 1.829  C4 1.314, C6 1.512, H15 1.079
6 C -0.883 0.462 0.878  C5 1.512, N7 1.448, C13 1.536, H16 1.098
7 N 0.341 1.232 0.826  C6 1.448, C8 1.452, C12 1.462
8 C 0.173 2.592 0.344  N7 1.452, C9 1.524, H17 1.103, H18 1.094
9 C 1.550 3.230 0.208  C8 1.524, O10 1.413, H19 1.100, H20 1.093
10 O 2.327 2.619 -0.802  C9 1.413, C11 1.415
11 C 2.009 1.256 -1.013  O10 1.415, C12 1.528, H21 1.092, H22 1.101
12 C 1.508 0.563 0.253  N7 1.462, C11 1.528, H23 1.091, H24 1.097
13 C -1.391 -0.093 -0.461  S2 1.825, C6 1.536, H25 1.085, H26 1.084
14 H -0.570 -2.846 1.871  C4 1.071
15 H -0.447 -0.438 2.853  C5 1.079
16 H -1.638 1.127 1.315  C6 1.098
17 H -0.349 2.646 -0.625  C8 1.103
18 H -0.416 3.149 1.080  C8 1.094
19 H 2.070 3.160 1.175  C9 1.100
20 H 1.461 4.284 -0.067  C9 1.093
21 H 2.924 0.775 -1.367  C11 1.092
22 H 1.254 1.172 -1.810  C11 1.101
23 H 1.281 -0.477 0.012  C12 1.091
24 H 2.309 0.575 1.004  C12 1.097
25 H -2.465 0.002 -0.575  C13 1.085
26 H -0.879 0.330 -1.318  C13 1.084

***

2.
Density functional theory data (ωB97M-V with the def2-TZVPD basis set) for 2 unconnected molecules or ions with the total composition C8H13NO4.

Its structure (SMILES) is C1=CNOC=C1.COC(=CO)OC. The gap between HOMO and LUMO is 0.28714 hartree.

Last columns: bonded neighbours and bond lengths (Å).
Element x y z (Å)
1 C 1.838 -0.755 0.683  C2 1.303, C6 1.432, H7 1.034
2 C 1.387 -1.511 -0.278  C1 1.303, N3 1.390, H8 1.106
3 N 1.593 -1.235 -1.625  C2 1.390, O4 1.497, H9 1.106
4 O 1.867 0.204 -1.932  N3 1.497, C5 1.323
5 C 2.572 0.852 -1.018  O4 1.323, C6 1.363, H10 1.096
6 C 2.505 0.448 0.282  C1 1.432, C5 1.363, H11 1.079
7 H 1.478 -0.821 1.650  C1 1.034
8 H 0.841 -2.443 -0.040  C2 1.106
9 H 0.649 -1.266 -2.200  N3 1.106
10 H 2.803 1.887 -1.290  C5 1.096
11 H 3.004 1.066 1.012  C6 1.079
12 C -0.874 2.071 -0.846  O13 1.393, H19 1.073, H20 1.091, H21 1.048
13 O -1.174 0.732 -1.085  C12 1.393, C14 1.360
14 C -1.354 -0.070 -0.001  O13 1.360, C15 1.312, O17 1.390
15 C -1.800 -1.298 -0.117  C14 1.312, O16 1.382, H22 0.976
16 O -1.934 -1.976 -1.314  C15 1.382, H23 0.934
17 O -1.208 0.640 1.185  C14 1.390, C18 1.474
18 C -1.461 -0.071 2.451  O17 1.474, H24 1.129, H25 0.989, H26 1.139
19 H 0.088 2.244 -0.406  C12 1.073
20 H -1.780 2.494 -0.409  C12 1.091
21 H -0.786 2.457 -1.816  C12 1.048
22 H -2.041 -1.823 0.669  C15 0.976
23 H -1.968 -1.283 -1.939  O16 0.934
24 H -1.053 -1.121 2.529  C18 1.129
25 H -2.405 0.019 2.733  C18 0.989
26 H -0.787 0.559 3.119  C18 1.139

***

3.
Density functional theory data (ωB97M-V with the def2-TZVPD basis set) for 2 unconnected molecules or ions with the total composition C8H13NOSi.

Its structure (SMILES) is C=C(C#N)[Si](C)(C)C.C=C=O. The gap between HOMO and LUMO is 0.34734 hartree.

Last columns: bonded neighbours and bond lengths (Å).
Element x y z (Å)
1 C 0.452 2.286 1.467  C2 1.325, H9 1.162, H10 1.092
2 C 1.061 1.190 1.037  C1 1.325, C3 1.370, Si5 1.928
3 C 2.349 0.825 1.328  C2 1.370, N4 1.162
4 N 3.456 0.473 1.353  C3 1.162
5 Si 0.120 0.145 -0.282  C2 1.928, C6 1.959, C7 1.941, C8 1.850
6 C 0.627 -1.743 -0.159  Si5 1.959, H11 1.058, H12 1.100, H13 1.054
7 C 0.563 0.954 -1.990  Si5 1.941, H14 1.101, H15 1.093, H16 1.113
8 C -1.702 0.305 -0.004  Si5 1.850, H17 1.171, H18 1.026, H19 1.116
9 H -0.479 2.772 0.969  C1 1.162
10 H 1.091 2.897 2.109  C1 1.092
11 H 0.694 -2.303 0.736  C6 1.058
12 H 0.056 -2.379 -0.852  C6 1.100
13 H 1.645 -1.818 -0.423  C6 1.054
14 H 0.225 0.179 -2.695  C7 1.101
15 H 0.037 1.830 -2.377  C7 1.093
16 H 1.667 1.051 -2.096  C7 1.113
17 H -2.118 -0.271 0.927  C8 1.171
18 H -1.890 1.301 0.160  C8 1.026
19 H -2.212 -0.089 -0.915  C8 1.116
20 C 0.475 -0.260 3.338  C21 1.272, H23 1.108, H24 1.141
21 C -0.748 -0.378 3.665  C20 1.272, O22 1.161
22 O -1.904 -0.407 3.765  C21 1.161
23 H 1.109 0.642 3.443  C20 1.108
24 H 1.102 -1.213 3.315  C20 1.141

***

4.
Density functional theory data (ωB97M-V with the def2-TZVPD basis set) for a gas-phase ion, C8H13NP (charge +1).

As for the spin multiplicity: 3. The net charge is +1. The gap between HOMO and LUMO (alpha / beta) is 0.21268 / 0.23636 hartree.

Last columns: bonded neighbours and bond lengths (Å).
Element x y z (Å)
1 C 2.468 0.253 1.722  C2 1.418, C3 1.335, H11 1.086
2 C 2.501 0.830 0.427  C1 1.418, C4 1.392, H12 1.129
3 C 1.356 -0.224 2.286  C1 1.335, C5 1.427, H13 1.137
4 C 1.364 0.680 -0.361  C2 1.392, C6 1.394, H14 1.074
5 C 0.132 -0.223 1.555  C3 1.427, C6 1.402, H15 1.169
6 C 0.216 0.121 0.199  C4 1.394, C5 1.402, C8 1.491
7 C -0.830 -0.025 -2.199  C8 1.596, H16 1.043, H17 1.139, H18 1.113
8 C -1.019 -0.066 -0.615  C6 1.491, C7 1.596, N9 1.668, P10 1.874
9 N -1.554 -1.626 -0.360  C8 1.668, H19 0.990, H20 1.043, H21 1.149
10 P -2.437 1.044 -0.093  C8 1.874, H22 1.350, H23 1.353
11 H 3.461 0.213 2.161  C1 1.086
12 H 3.567 1.062 0.133  C2 1.129
13 H 1.373 -0.300 3.421  C3 1.137
14 H 1.328 0.966 -1.395  C4 1.074
15 H -0.751 -0.791 2.069  C5 1.169
16 H -1.485 -0.606 -2.766  C7 1.043
17 H -1.026 1.038 -2.559  C7 1.139
18 H 0.230 -0.302 -2.396  C7 1.113
19 H -0.945 -2.070 -1.001  N9 0.990
20 H -2.582 -1.794 -0.403  N9 1.043
21 H -1.300 -1.963 0.709  N9 1.149
22 H -1.605 1.859 0.588  P10 1.350
23 H -2.462 1.922 -1.122  P10 1.353

***

5.
Density functional theory data (ωB97M-V with the def2-TZVPD basis set) for 2 unconnected molecules or ions with the total composition C8H13NS.

The gap between HOMO and LUMO is 0.28508 hartree.

Last columns: bonded neighbours and bond lengths (Å).
Element x y z (Å)
1 C -0.147 1.867 0.200  C3 1.291, N9 1.211
2 C 1.289 0.168 -0.883  C6 1.347, C7 1.531, N9 1.311
3 C -0.911 2.788 0.682  C1 1.291, H11 1.094, H12 1.092
4 C -2.561 -0.125 1.478  S10 1.627, H13 1.101, H14 1.082
5 C -1.556 -1.711 -0.426  S10 1.647, H15 1.136, H16 1.116
6 C 1.942 -0.735 -0.127  C2 1.347, C8 1.462, H17 1.090
7 C 1.507 0.514 -2.359  C2 1.531, H18 1.079, H19 1.049, H20 1.149
8 C 1.884 -0.839 1.331  C6 1.462, H21 1.089, H22 1.100, H23 1.006
9 N 0.739 1.195 -0.283  C1 1.211, C2 1.311
10 S -1.735 -0.153 0.078  C4 1.627, C5 1.647
11 H -1.026 2.684 1.765  C3 1.094
12 H -1.475 3.539 0.124  C3 1.092
13 H -3.125 -0.949 1.942  C4 1.101
14 H -2.640 0.885 1.860  C4 1.082
15 H -1.965 -2.480 0.303  C5 1.136
16 H -0.880 -1.816 -1.308  C5 1.116
17 H 2.499 -1.563 -0.564  C6 1.090
18 H 0.874 1.383 -2.449  C7 1.079
19 H 1.200 -0.289 -2.959  C7 1.049
20 H 2.631 0.677 -2.531  C7 1.149
21 H 2.840 -1.060 1.804  C8 1.089
22 H 1.065 -1.471 1.704  C8 1.100
23 H 1.730 0.049 1.777  C8 1.006

***

6.
Density functional theory data (ωB97M-V with the def2-TZVPD basis set) for 2 unconnected molecules or ions with the total composition C8H13O4S2.

The net charge is -1. The gap between HOMO and LUMO (alpha / beta) is 0.25601 / 0.25607 hartree.

Last columns: bonded neighbours and bond lengths (Å).
Element x y z (Å)
1 C -0.976 -2.102 0.265  C8 1.476, O9 1.348, O10 1.219
2 C 1.129 2.331 -1.513  C3 1.527, C4 1.527, H15 1.091, H16 1.091
3 C 1.685 1.098 -2.222  C2 1.527, C5 1.530, H17 1.090, H18 1.094
4 C 1.299 1.976 -0.038  C2 1.527, C6 1.521, H19 1.095, H20 1.089
5 C 1.080 -0.047 -1.407  C3 1.530, C6 1.520, H21 1.091, H22 1.089
6 C 0.999 0.487 0.014  C4 1.521, C5 1.520, S14 1.882, H23 1.086
7 C -1.371 -1.868 2.755  C8 1.483, H24 1.089, H25 1.097, H26 1.088
8 C -1.921 -1.889 1.378  C1 1.476, C7 1.483, S13 1.658
9 O -1.533 -2.038 -0.961  C1 1.348, H27 0.984
10 O 0.184 -2.444 0.419  C1 1.219
11 O -1.586 1.068 -0.292  S14 1.465
12 O -0.675 0.943 1.989  S14 1.474
13 S -3.537 -1.730 1.045  C8 1.658
14 S -0.762 0.316 0.657  C6 1.882, O11 1.465, O12 1.474
15 H 1.638 3.255 -1.792  C2 1.091
16 H 0.065 2.422 -1.736  C2 1.091
17 H 1.413 1.055 -3.277  C3 1.090
18 H 2.776 1.083 -2.144  C3 1.094
19 H 2.325 2.180 0.289  C4 1.095
20 H 0.614 2.524 0.608  C4 1.089
21 H 0.070 -0.254 -1.763  C5 1.091
22 H 1.653 -0.972 -1.465  C5 1.089
23 H 1.586 -0.066 0.741  C6 1.086
24 H -2.098 -2.240 3.475  C7 1.089
25 H -1.129 -0.828 3.007  C7 1.097
26 H -0.451 -2.448 2.791  C7 1.088
27 H -2.479 -1.808 -0.823  O9 0.984

***

Number 1: electronic energy -991.228435 hartree. Number 2: electronic energy -668.116283 hartree. Number 3: electronic energy -732.029505 hartree. Number 4: electronic energy -708.271482 hartree. Number 5: electronic energy -765.338312 hartree. Number 6: electronic energy -1410.025009 hartree.